C18H41N2NdO2P3 | ωB97M-V/def2-TZVPD

```
67
Properties=species:S:1:pos:R:3:mulliken_charge:R:1
Nd -0.65 -0.43 0.59 0.618
P 1.15 1.60 1.80 0.771
P -2.40 1.99 0.99 0.785
P 0.88 -2.91 0.49 0.841
H -2.30 0.40 -2.02 0.396
C -1.95 -0.60 -1.74 -0.701
C -2.67 -1.48 -0.97 -0.408
H -3.68 -1.25 -0.60 0.322
C 1.33 2.48 0.19 -1.003
C 1.14 3.02 2.97 -1.365
C 2.82 0.88 2.10 -1.117
C -4.12 1.52 0.58 -1.077
C -2.65 2.57 2.71 -1.060
C -2.19 3.56 0.09 -1.283
C 0.06 -4.31 -0.36 -1.148
C 2.10 -3.63 1.65 -1.163
C 2.03 -2.46 -0.85 -1.107
H -1.03 -0.87 -2.28 0.507
H -2.42 -2.56 -0.88 0.240
H 2.39 2.75 0.07 0.442
H 0.72 3.40 0.17 0.316
H 1.02 1.84 -0.68 0.192
H 2.15 3.46 3.05 0.430
H 0.81 2.67 3.96 0.412
H 0.42 3.79 2.64 0.355
H 3.57 1.68 2.23 0.459
H 3.11 0.20 1.30 0.290
H 2.77 0.28 3.03 0.380
H -4.68 2.45 0.39 0.439
H -4.61 0.99 1.41 0.335
H -4.16 0.89 -0.31 0.251
H -3.32 3.44 2.68 0.433
H -1.70 2.88 3.15 0.142
H -3.10 1.81 3.37 0.279
H -2.99 4.25 0.38 0.472
H -2.25 3.37 -0.99 0.405
H -1.21 4.03 0.31 0.314
H 0.78 -4.79 -1.04 0.416
H -0.79 -3.95 -0.95 0.228
H -0.32 -5.05 0.37 0.406
H 2.87 -4.17 1.08 0.420
H 1.62 -4.30 2.37 0.402
H 2.58 -2.81 2.21 0.321
H 2.64 -3.33 -1.09 0.531
H 2.68 -1.62 -0.57 0.323
H 1.48 -2.16 -1.75 0.094
C 2.37 -0.02 -3.52 0.733
C 3.00 1.18 -3.87 -0.442
C 3.61 1.26 -5.12 -0.497
C 3.68 0.15 -5.99 -0.625
C 3.13 -1.07 -5.58 -0.560
C 2.46 -1.17 -4.33 -0.341
O 1.61 -0.03 -2.37 -0.105
H 2.05 0.47 -1.65 0.060
H 2.92 2.01 -3.16 0.319
H 3.99 2.22 -5.46 0.379
H 4.21 0.22 -6.95 0.394
H 3.20 -1.94 -6.26 0.374
H 1.99 -2.11 -4.03 0.283
N -2.97 -0.64 4.29 -0.341
C -2.93 -1.23 3.09 0.650
N -3.87 -2.13 2.76 -0.353
O -1.98 -0.97 2.25 -0.284
H -3.71 -0.83 4.95 0.207
H -2.22 0.00 4.56 0.242
H -3.83 -2.53 1.84 0.151
H -4.66 -2.37 3.35 0.220
```

## Properties
Energy relative to the best compared isomer or geometry (same formula, charge and spin): 9.6 kcal/mol
Expectation value of S²: 3.7588
2S+1: 4
Frontier orbital gap (spin up / spin down): 4.98 / 5.15 eV
F_max: 0.043 Eh/bohr
Total charge: +3

=====

C27H32N4O6S | ωB97M-V/def2-TZVPD

```
70
Properties=species:S:1:pos:R:3:mulliken_charge:R:1
C 2.88 -3.51 -1.81 -1.122
C 2.55 -2.15 -1.10 0.399
O 3.39 -1.76 -0.33 -0.700
N 1.32 -1.41 -1.30 0.572
C 0.18 -2.33 -1.41 -1.073
C 1.38 -0.37 -2.33 -0.166
O 2.64 -0.66 -3.03 -0.501
C 3.53 0.44 -2.93 0.217
O 4.70 0.41 -2.91 -0.550
C 2.53 1.63 -2.84 -0.965
C 1.23 1.18 -2.01 0.413
C 0.12 1.75 -3.03 -1.352
C -1.34 1.84 -2.49 -0.866
S -2.07 0.15 -2.24 -0.026
C -3.70 0.30 -1.51 0.457
N -4.71 -0.14 -2.29 -0.259
N -5.80 0.03 -1.51 -0.470
C -5.48 0.56 -0.34 -0.074
O -4.11 0.76 -0.30 -0.188
N 1.33 1.75 -0.67 0.844
C 2.68 2.00 -0.18 0.354
C 3.06 3.51 0.05 -1.442
O 3.53 1.20 0.06 -0.369
C 0.54 1.14 0.39 0.713
C -0.90 1.63 0.81 -1.110
O 0.98 0.28 1.10 -0.402
H 2.12 -3.76 -2.60 0.431
H 3.84 -3.33 -2.35 0.282
H 3.02 -4.34 -1.09 0.317
H 0.40 -3.30 -0.89 0.382
H -0.10 -2.60 -2.46 0.381
H -0.68 -1.91 -0.84 0.219
H 0.63 -0.69 -3.09 0.483
H 2.90 2.68 -2.74 0.487
H 2.15 1.65 -3.91 0.474
H 0.09 1.19 -3.98 0.477
H 0.44 2.81 -3.24 0.477
H -1.96 2.28 -3.32 0.595
H -1.50 2.52 -1.62 0.410
H -6.22 0.76 0.44 0.412
H 2.30 4.21 -0.38 0.299
H 3.27 3.72 1.13 0.407
H 4.04 3.67 -0.48 0.376
H -1.71 0.99 0.41 -0.094
H -0.95 1.53 1.93 0.484
H -1.02 2.72 0.60 0.278
C -6.76 2.19 3.64 -0.378
C -7.63 2.50 4.67 -0.360
C -8.40 3.66 4.60 -0.410
C -8.29 4.50 3.50 -0.307
C -7.41 4.18 2.47 -0.587
C -6.64 3.03 2.54 -0.172
H -6.16 1.28 3.69 0.359
H -7.72 1.84 5.53 0.356
H -9.08 3.91 5.41 0.355
H -8.88 5.40 3.45 0.358
H -7.33 4.84 1.61 0.349
H -5.96 2.79 1.74 0.435
C 5.13 -6.10 2.10 -0.365
C 6.51 -5.96 2.15 -0.428
C 7.11 -4.79 1.70 -0.350
C 6.33 -3.76 1.20 -0.627
C 4.94 -3.89 1.15 -0.054
C 4.35 -5.07 1.59 -0.457
H 4.66 -7.01 2.45 0.358
H 7.12 -6.77 2.55 0.355
H 8.19 -4.69 1.74 0.363
H 6.80 -2.84 0.86 0.395
H 4.33 -3.08 0.76 0.516
H 3.27 -5.17 1.55 0.388
```

## Properties
Energy relative to the best compared isomer or geometry (same formula, charge and spin): 187.9 kcal/mol
2S+1: 1
SMILES: CC(=O)N(C)[C@@H]1OC(=O)C[C@]1(CCSc1nnco1)N(C(C)=O)C(C)=O.c1ccccc1.c1ccccc1
Frontier orbital gap: 8.94 eV
F_max: 0.078 Eh/bohr

=====

NO6S | ωB97M-V/def2-TZVPD

```
8
Properties=species:S:1:pos:R:3:mulliken_charge:R:1
N -0.75 -1.54 -0.21 1.062
O -0.65 -0.24 -0.27 -0.572
O -0.01 2.30 -0.68 -0.518
O 0.24 -2.17 0.07 -0.613
O 1.95 0.89 -0.23 -0.509
O 0.39 1.47 1.57 -0.525
O -1.83 -2.09 -0.43 -0.604
S 0.66 1.37 0.17 1.279
```

## Properties
Energy relative to the best compared isomer or geometry (same formula, charge and spin): 11.7 kcal/mol
2S+1: 1
SMILES: O=[N+]([O-])OS(=O)(=O)[O-]
Frontier orbital gap: 9.65 eV
F_max: 0.028 Eh/bohr
Total charge: -1